No. 1
{
  "formula": "C31H45CrN5O3P3S5",
  "method": "the ωB97M-V functional and the def2-TZVPD basis",
  "species": ["H", "H", "H", "H", "P", "C", "H", "P", "C", "C", "N", "C", "C", "O", "H", "H", "H", "H", "H", "H", "C", "H", "C", "H", "H", "C", "C", "C", "C", "H", "C", "H", "C", "C", "C", "S", "S", "C", "H", "C", "C", "N", "H", "H", "H", "S", "S", "C", "H", "O", "H", "C", "C", "C", "C", "P", "H", "H", "H", "N", "C", "N", "H", "S", "H", "H", "C", "H", "O", "H", "H", "H", "H", "H", "C", "H", "C", "Cr", "H", "C", "C", "H", "H", "H", "H", "N", "H", "C", "H", "H", "H", "H", "C"],
  "coordinates": [[-5.525, -1.114, 1.910], [4.500, 1.840, -5.637], [-0.880, 1.410, 5.992], [-5.754, -3.089, 0.454], [-1.764, 0.787, -0.743], [-2.225, 1.552, -2.341], [-0.769, -3.561, 4.120], [0.768, -0.412, 3.346], [4.847, -1.209, 2.013], [-3.305, 2.920, 0.303], [0.324, 2.307, 0.692], [4.282, -3.230, -0.919], [-3.157, -0.340, -0.391], [0.824, 0.045, 1.888], [1.075, 2.947, 0.912], [0.211, -2.740, 0.035], [-1.936, -0.338, 2.780], [0.558, 0.373, 6.172], [-4.497, 1.659, -4.849], [-0.193, 4.755, 1.634], [-1.344, 2.527, -2.813], [-4.165, 2.427, -0.135], [-3.370, 1.254, -3.071], [-2.425, -2.032, 3.021], [0.401, 1.496, 1.329], [-0.935, 2.938, 0.772], [-5.026, -2.323, 0.214], [-3.969, -0.225, 0.735], [3.623, -4.605, 0.987], [5.801, -0.716, 1.802], [-1.591, 3.174, -4.010], [3.333, 0.922, 1.753], [-1.072, 4.229, 1.278], [0.575, -2.050, -0.734], [0.908, 0.162, -4.006], [1.769, 0.630, -2.599], [-0.005, 0.075, -6.513], [1.030, 0.704, -5.246], [5.019, -2.285, 2.099], [-3.615, 1.906, -4.271], [0.972, 2.050, 4.184], [-0.449, -1.584, 3.527], [-4.061, 0.498, -2.724], [4.463, -0.848, 2.974], [0.920, -2.998, 4.173], [-0.192, -1.211, -3.931], [2.132, 2.003, -5.647], [-3.438, 4.181, 0.855], [1.879, 1.827, 4.763], [2.030, -0.814, 4.013], [0.635, -2.572, -1.690], [-3.268, -1.481, -1.190], [-2.313, 4.840, 1.331], [3.668, 0.483, 0.805], [-0.781, -1.147, -5.571], [2.614, -2.091, 0.967], [-2.910, 3.346, -5.694], [-2.611, -1.602, -2.041], [-0.888, 3.908, -4.383], [3.917, -0.946, 0.917], [-2.728, 2.860, -4.744], [0.044, 0.923, 4.176], [-4.403, 4.671, 0.879], [-1.968, -2.137, -6.138], [0.177, -3.415, 2.619], [-2.391, 5.841, 1.737], [-0.007, -2.966, 3.603], [-4.290, -3.328, -1.533], [1.847, -1.493, -0.402], [4.111, -2.246, -1.349], [-0.447, 2.746, -2.244], [0.486, 2.927, 4.621], [3.775, 0.433, -6.466], [1.276, 2.284, 3.163], [-4.898, -1.212, 1.032], [5.338, -3.301, -0.625], [3.708, 1.093, -5.604], [0.386, -0.072, -0.464], [4.642, -4.648, 1.399], [-2.069, 2.278, 0.270], [-4.206, -2.455, -0.898], [4.081, -3.992, -1.682], [4.600, 0.974, 0.504], [2.912, -4.631, 1.815], [2.927, 0.683, 0.036], [3.393, -3.409, 0.211], [3.760, 0.532, -4.673], [-1.615, -1.377, 2.687], [-1.421, -1.581, 1.624], [-0.952, -0.308, 5.540], [3.475, -5.496, 0.367], [-3.866, 0.630, 1.389], [-0.324, 0.579, 5.548]],
  "spin_multiplicity": 5,
  "charge": -1,
  "e_above_lowest_ev": 0.179,
  "gap_ev": [6.470, 7.011]
}

=====

No. 2
{
  "formula": "C31H45IrO3",
  "method": "the ωB97M-V functional and the def2-TZVPD basis",
  "species": ["H", "C", "C", "H", "C", "H", "H", "C", "H", "H", "H", "C", "H", "C", "H", "C", "H", "C", "H", "C", "C", "H", "H", "H", "H", "C", "H", "H", "H", "C", "C", "H", "C", "C", "C", "H", "H", "H", "H", "H", "H", "O", "C", "H", "C", "Ir", "H", "C", "H", "H", "H", "H", "H", "C", "C", "C", "H", "H", "C", "C", "O", "H", "C", "C", "C", "H", "H", "C", "C", "C", "H", "O", "H", "H", "H", "H", "C", "H", "H", "H"],
  "coordinates": [[2.267, -1.481, -1.283], [-5.159, -0.214, 3.940], [4.126, -0.348, -1.541], [-4.390, -3.583, -2.469], [-2.275, 0.451, -0.148], [0.355, 2.850, 3.554], [6.495, 1.246, -2.064], [-0.625, 0.829, 3.736], [4.745, 0.011, -2.374], [1.553, 1.683, -1.085], [4.549, 4.907, -4.420], [-2.931, -3.572, -0.845], [7.990, 2.986, -2.859], [2.819, -0.933, -2.099], [-2.151, -5.456, -0.106], [-5.887, -2.563, 2.197], [-0.946, -1.322, 3.165], [2.415, 1.332, -1.689], [-3.913, -5.200, -1.892], [-4.587, -2.116, 2.366], [-5.294, -3.704, 0.129], [5.255, 3.562, -5.382], [1.041, -0.917, 1.371], [-7.248, -3.784, 1.038], [-5.430, 0.395, 3.067], [-3.730, -2.152, 4.732], [2.955, -1.634, -2.943], [6.716, 4.347, -1.402], [3.226, 0.602, 0.200], [-3.036, 1.212, 0.792], [-4.124, -1.264, 3.551], [4.356, 1.657, -0.642], [5.967, 3.704, -3.333], [7.167, 2.751, -3.539], [6.307, 4.776, -2.324], [1.907, 1.666, 1.658], [-1.358, 0.977, 4.529], [-3.890, 0.850, 1.359], [5.436, 5.389, -2.086], [-4.608, -2.698, 5.103], [-2.984, -2.884, 4.406], [2.021, 0.219, -2.538], [-2.474, 2.536, 0.858], [-0.533, 1.007, -1.459], [-3.567, -2.550, 1.416], [-0.861, 1.170, 1.439], [4.736, -0.999, -0.926], [-1.356, 2.590, -0.059], [7.075, 5.425, -2.766], [-0.721, 3.450, -0.242], [-1.014, -4.536, -1.116], [7.468, 2.613, -4.577], [-4.758, 0.457, 4.708], [1.106, 1.194, 2.214], [5.453, 4.322, -4.616], [-3.550, -4.186, -2.104], [-2.435, -0.593, -0.394], [-6.663, -2.255, 2.910], [-6.233, -3.388, 1.117], [-1.784, -4.449, -0.343], [-2.353, -2.250, 1.596], [-2.490, -2.596, -1.113], [-3.981, -3.287, 0.223], [6.191, 1.708, -3.015], [3.593, 0.892, -0.790], [2.717, 2.186, -2.330], [-3.222, -0.736, 3.202], [0.276, 1.815, 3.222], [-1.247, 1.298, -0.695], [0.660, -0.184, 2.076], [-3.305, -1.566, 5.555], [5.088, 2.659, -2.807], [-1.340, -4.003, 0.552], [6.219, 5.004, -5.004], [5.929, 0.938, -3.759], [-6.071, -0.690, 4.333], [-0.404, -0.390, 3.026], [-2.835, 3.348, 1.486], [-5.613, -4.280, -0.745], [-2.804, -4.252, -2.904]],
  "spin_multiplicity": 5,
  "charge": 0,
  "gap_ev": [4.955, 6.801]
}

=====

No. 3
{
  "formula": "C31H46BrCl20N4O3S",
  "method": "the ωB97M-V functional and the def2-TZVPD basis",
  "species": ["H", "H", "H", "H", "C", "C", "H", "O", "H", "C", "H", "H", "H", "H", "H", "Cl", "H", "H", "N", "C", "H", "C", "Cl", "H", "C", "N", "Cl", "Cl", "H", "H", "Cl", "C", "C", "Cl", "C", "C", "C", "Cl", "Cl", "Cl", "C", "H", "C", "C", "Cl", "C", "H", "H", "H", "Cl", "C", "H", "C", "C", "C", "H", "C", "N", "H", "H", "C", "C", "H", "C", "Cl", "C", "O", "H", "Cl", "H", "H", "H", "H", "H", "H", "Cl", "H", "H", "Cl", "C", "Br", "H", "Cl", "Cl", "C", "Cl", "O", "H", "N", "H", "Cl", "H", "H", "H", "H", "S", "Cl", "C", "C", "H", "C", "H", "C", "H", "H", "C"],
  "coordinates": [[1.556, -4.383, -0.071], [3.945, 7.201, 1.875], [0.960, 2.137, 1.164], [0.996, -5.608, -1.225], [-0.318, -0.036, 0.432], [-5.046, -2.893, -3.445], [5.810, 2.590, 7.652], [-5.052, -3.938, -4.285], [-8.606, 0.175, 2.095], [0.867, 0.467, -0.113], [0.819, -7.633, -5.548], [-3.667, 0.525, -0.440], [-2.406, -1.464, 1.479], [4.904, 1.981, 3.654], [0.420, 4.748, 7.490], [-10.278, -6.619, -1.458], [-7.994, -6.162, -1.759], [3.258, 1.037, -0.906], [1.599, -4.369, -3.321], [0.165, -2.147, -0.597], [4.219, 0.360, 3.357], [2.250, -2.482, -1.964], [1.555, 5.054, 5.456], [-0.487, 3.206, -0.173], [-2.908, -2.281, -0.509], [-3.474, -2.509, -4.843], [5.713, 8.762, 3.318], [3.681, 7.243, 4.764], [-0.702, 2.605, -2.368], [-4.589, -3.534, -0.149], [-1.053, -6.366, -6.205], [-2.323, 1.409, 0.893], [1.242, 1.900, 0.147], [-3.217, 2.402, 1.975], [-1.928, -2.021, 0.681], [4.278, 1.381, 3.001], [1.852, -3.926, -2.159], [3.822, 1.795, 6.679], [-6.386, 0.347, 1.336], [4.985, 1.375, 1.370], [5.046, 8.362, 4.906], [4.731, 3.913, 7.141], [-4.032, -3.627, -5.146], [-7.675, -0.311, 2.359], [2.658, 2.084, 3.014], [1.259, 5.355, 7.171], [1.583, 3.602, -2.304], [3.704, -0.541, -1.403], [-9.032, -4.880, -2.428], [2.665, 4.942, 8.161], [0.377, 2.848, -0.728], [0.569, 4.829, -1.536], [-2.904, 1.297, -0.480], [-5.357, -1.776, -1.008], [-8.877, -5.556, -1.595], [2.394, -1.990, -2.920], [-4.369, -2.474, -0.054], [-4.146, -2.005, -3.729], [4.996, 5.778, 2.031], [5.821, 7.879, 5.490], [0.076, -7.043, -5.025], [1.207, 3.970, -1.351], [-4.514, -2.147, 0.971], [5.146, 2.948, 6.875], [-8.633, -4.592, -0.131], [6.008, -1.479, -4.150], [3.650, 1.345, -3.318], [-3.801, -4.316, -5.934], [6.079, 3.129, 5.379], [1.697, -3.629, -4.016], [2.295, 2.128, 0.067], [-2.135, 1.054, -1.198], [5.994, -0.754, -4.956], [-7.427, -0.118, 3.395], [-6.116, -1.211, -0.468], [-0.707, 1.037, 2.961], [-0.154, -3.159, -0.783], [6.785, -2.215, -4.314], [4.444, -2.318, -4.115], [2.797, 0.664, -2.906], [1.306, 0.169, -4.029], [1.038, 6.407, 7.304], [6.337, -0.644, -2.628], [-0.742, -8.075, -3.844], [4.234, 6.259, 1.430], [4.883, 6.558, -0.185], [-0.158, 2.047, -1.802], [-2.537, -3.134, -1.072], [1.656, -0.339, -0.870], [-3.412, 2.231, -0.710], [2.803, 5.211, 1.372], [2.718, -5.429, -0.938], [2.069, 4.220, -0.735], [3.236, -2.491, -1.490], [-2.816, -1.433, -1.180], [-6.199, -2.918, -2.141], [-7.847, -2.052, 2.129], [-1.198, 0.809, 1.293], [-0.687, -1.361, 0.186], [0.544, -6.219, -4.500], [1.321, -1.643, -1.117], [4.717, 9.271, 5.394], [1.778, -4.889, -1.006], [-4.847, -1.071, -1.657], [-1.659, -3.014, 1.039], [2.897, 0.180, -1.448]],
  "charge": 1,
  "gap_ev": 7.619
}

=====

Computed DFT total energy (eV) in order:
-156940.138, -41850.513, -376315.802